ORCA calculation (ωB97M-V with the def2-TZVPD basis set) on a cluster of 2 separate species, C13H18N3O4P in total.

Properties
Net charge ... +2
HOMO level ... -13.08 eV
E_LUMO ... -7.761 eV
DFT total energy ... -1312.2755 hartree
Kohn-Sham gap ... 5.323 eV

```
39
C13H18N3O4P | OMol25 | ωB97M-V with the def2-TZVPD basis set
O 4.9874 -0.7931 0.2820
C 4.8375 -0.2821 -0.7980
O 5.0601 1.0276 -0.9716
N 4.4972 -0.9566 -1.9989
P 5.7294 -2.0725 -2.6210
O 5.1074 -2.1896 -4.1118
O 6.8554 -0.9048 -2.8125
H 4.5100 1.3503 -1.6934
H 3.6017 -1.4265 -1.9230
H 5.6288 -1.7125 -4.7709
H 7.7197 -1.2210 -2.5230
C -6.7389 1.2687 -0.6665
N -5.3421 0.9938 -0.2460
C -4.7151 1.8847 0.5417
C -3.4303 1.6611 0.9783
C -2.7727 0.4908 0.6037
C -3.4380 -0.4097 -0.2217
C -4.7237 -0.1313 -0.6338
C -1.3953 0.2022 1.0885
C -1.1240 -0.9658 1.7920
C 0.1639 -1.2189 2.2160
N 1.1566 -0.3583 1.9535
C 0.9168 0.7813 1.2837
C -0.3493 1.0897 0.8420
C 2.5457 -0.6486 2.3926
H -6.7684 2.2249 -1.1825
H -7.3707 1.2945 0.2178
H -7.0679 0.4788 -1.3332
H -5.2753 2.7693 0.8119
H -2.9619 2.3941 1.6208
H -2.9689 -1.3239 -0.5581
H -5.2817 -0.7982 -1.2752
H -1.9012 -1.6791 2.0292
H 0.4255 -2.1087 2.7704
H 1.7681 1.4281 1.1182
H -0.5042 2.0123 0.2997
H 2.8858 0.1750 3.0150
H 3.1878 -0.7557 1.5189
H 2.5449 -1.5704 2.9649
```

ORCA calculation (ωB97M-V with the def2-TZVPD basis set) on a structure of composition C13H18N4O5Sn at a distorted geometry.

Properties
Net charge ... -2
HOMO level ... 1.43 eV
ΔE to the lowest compared entry with this formula, charge and spin ... 120.5 kcal/mol
E_LUMO ... 4.433 eV
DFT total energy ... -1315.5645 hartree
Kohn-Sham gap ... 3.000 eV

```
41
C13H18N4O5Sn | OMol25 | ωB97M-V with the def2-TZVPD basis set
Sn -0.0249 -0.1618 -0.0932
C -0.4103 2.8743 -0.6342
C -1.7405 2.1341 -0.9698
N -2.0246 1.0334 -0.0861
C -2.2000 1.3869 1.3201
C -1.4917 0.4643 2.3541
N -0.0965 0.0396 2.0794
C 0.9132 1.0748 2.3548
C 0.8435 2.3037 1.4147
N 0.6382 2.0341 -0.0280
H -0.0290 3.2914 -1.5666
H -0.6215 3.7246 0.0180
H -2.5544 2.8759 -0.9950
H -1.6556 1.7223 -1.9773
H -2.7010 0.3470 -0.4069
H -1.8772 2.4169 1.4776
H -3.2616 1.3563 1.5919
H -1.5302 0.9762 3.3255
H -2.0715 -0.4540 2.4250
H 0.1276 -0.8513 2.5055
H 0.8276 1.4411 3.3859
H 1.8926 0.6070 2.2577
H 0.0309 2.9466 1.7484
H 1.7711 2.8548 1.5772
H 1.4803 1.9919 -0.5757
O 7.4323 0.6890 -0.1075
C 6.8023 -0.4065 -0.1374
O 7.2933 -1.5603 -0.1857
C 5.2893 -0.3018 -0.1044
C 4.6501 0.9457 -0.0288
C 3.2863 1.0642 0.0159
N 2.4025 -0.0211 -0.0451
C 3.0504 -1.2621 -0.0761
C 4.4138 -1.4065 -0.1094
C 2.1582 -2.4810 -0.0686
O 2.6665 -3.6091 -0.0734
O 0.8937 -2.2533 -0.0660
H 5.2690 1.8350 0.0196
H 2.9099 2.0744 0.1363
H 4.8203 -2.4074 -0.1402
O -1.6608 -1.4471 -0.0826
```

ORCA calculation (ωB97M-V with the def2-TZVPD basis set) on the molecule C13H18N4OS at a distorted geometry.

Properties
Net charge ... 0
HOMO level ... -8.20 eV
ΔE to the lowest compared entry with this formula, charge and spin ... 52.6 kcal/mol
E_LUMO ... 0.524 eV
DFT total energy ... -1198.5685 hartree
Kohn-Sham gap ... 8.720 eV

```
37
C13H18N4OS | OMol25 | ωB97M-V with the def2-TZVPD basis set
C -2.6013 -0.8380 1.9138
C -3.2556 -1.4696 0.6913
C -2.6473 -0.9766 -0.6219
C -2.9844 0.4821 -0.9467
O -2.3157 1.4222 -0.1297
C -0.9683 1.5417 -0.2122
C -0.1805 1.0817 -1.2643
C 1.1904 1.2499 -1.2250
C 1.8076 1.8732 -0.1479
C 1.0136 2.3593 0.8865
C -0.3527 2.2079 0.8500
H -0.9725 2.5707 1.6538
H 1.4785 2.8386 1.7350
C 3.2875 1.8963 -0.0443
H 3.6592 2.7416 0.5309
H 3.7762 1.8572 -1.0173
S 3.8935 0.4001 0.9048
C 2.5429 -0.6754 0.6468
N 1.4122 -0.7410 1.2944
N 0.6642 -1.6785 0.7149
C 1.3343 -2.1829 -0.2857
N 2.5461 -1.5881 -0.3759
N 3.5325 -1.7648 -1.3315
H 4.3190 -1.1654 -1.0756
H 3.8366 -2.7350 -1.3657
H 0.9949 -2.9610 -0.9365
H 1.7916 0.8713 -2.0416
H -0.6194 0.5778 -2.1112
H -2.7859 0.6901 -2.0072
H -4.0451 0.6713 -0.7580
H -3.0193 -1.5909 -1.4456
H -1.5639 -1.0971 -0.5631
H -3.1228 -2.5528 0.7394
H -4.3299 -1.2656 0.6943
H -1.5273 -1.0082 1.8909
H -2.7829 0.2326 1.9359
H -3.0057 -1.2748 2.8244
```

ORCA calculation (ωB97M-V with the def2-TZVPD basis set) on a structure of composition C13H18N5RhS.

Properties
Net charge ... +2
HOMO level (alpha / beta) ... -13.13 / -16.35 eV
ΔE to the lowest compared entry with this formula, charge and spin ... 4.7 kcal/mol
2S+1 ... 5
<S²> ... 6.04
E_LUMO (alpha / beta) ... -6.521 / -10.100 eV
DFT total energy ... -1288.0469 hartree
Kohn-Sham gap (alpha / beta) ... 6.611 / 6.249 eV

```
38
C13H18N5RhS | OMol25 | ωB97M-V with the def2-TZVPD basis set
Rh -0.0662 -0.3353 -0.0120
C -5.1822 1.6838 -1.4826
C -4.7352 1.8606 -0.0340
N -3.3739 2.4013 0.0406
C -2.2448 1.7108 0.0489
S -2.2711 -0.0674 0.1948
N -1.0971 2.3855 -0.0034
N -0.0432 1.6292 -0.0473
C 1.2484 2.2534 0.0307
C 1.4089 3.7273 -0.0363
C 2.2800 1.3323 0.1423
C 3.6437 1.6951 0.1874
C 4.6072 0.7238 0.2871
C 4.2307 -0.6225 0.3462
C 2.8908 -0.9431 0.3049
N 1.9290 -0.0151 0.2084
H -6.2268 1.3772 -1.4927
H -4.5897 0.9181 -1.9855
H -5.0979 2.6166 -2.0402
H -4.7571 0.9127 0.5005
H -5.3815 2.5598 0.4915
H -3.2646 3.4077 -0.0460
H 0.4514 4.2211 -0.1636
H 2.0544 4.0014 -0.8739
H 1.8764 4.1089 0.8744
H 3.9133 2.7406 0.1414
H 5.6538 0.9947 0.3246
H 4.9656 -1.4098 0.4285
H 2.5641 -1.9719 0.3622
C 1.2866 -5.5229 0.5669
C -0.1030 -4.9483 0.2415
C -0.0825 -3.4908 0.1683
N -0.0486 -2.3482 0.1081
H 1.2117 -6.6068 0.6138
H 1.6438 -5.1643 1.5308
H 2.0081 -5.2660 -0.2070
H -0.8346 -5.2321 0.9991
H -0.4678 -5.3175 -0.7184
```

ORCA calculation (ωB97M-V with the def2-TZVPD basis set) on a structure of composition C13H19Br3IKLiN5NaO11 at a distorted geometry.

Properties
Net charge ... -1
HOMO level ... -3.67 eV
E_LUMO ... -2.096 eV
DFT total energy ... -10397.0349 hartree
Kohn-Sham gap ... 1.572 eV

```
55
C13H19Br3IKLiN5NaO11 | OMol25 | ωB97M-V with the def2-TZVPD basis set
O 0.8181 1.6320 -0.8240
C 1.9992 1.8950 -1.1828
N 3.2695 2.1821 -1.4708
C 3.9332 2.0433 -0.1129
C 4.5920 0.8423 0.4326
I 4.8769 -1.0990 -0.5018
C 5.0239 1.3154 1.8751
O 5.4506 0.4615 2.7795
O 4.8803 2.7613 1.9271
C 3.9290 3.2490 0.9229
O 3.2137 4.3574 0.8872
C -0.6770 -0.3086 -3.3236
O 0.4085 -0.4680 -2.7804
N -1.5234 0.6889 -2.9877
N -1.1260 -1.1206 -4.3118
H -2.4183 0.8338 -3.4240
H -1.2278 1.3170 -2.2559
H -0.5237 -1.8786 -4.5924
H -2.0133 -1.0065 -4.7695
C -5.7211 0.8021 -1.6941
C -5.0346 0.6703 -2.9838
N -4.4945 0.5647 -3.9983
H -5.1178 1.3581 -0.9680
H -6.6713 1.3321 -1.7983
H -5.9418 -0.1740 -1.2523
Na 3.7124 0.6494 3.7704
N -3.9888 3.8679 -1.0953
O -4.9524 3.3445 -0.5033
O -3.6533 5.0420 -0.8261
O -3.3621 3.2233 -1.9517
C 1.4118 -2.4056 6.4114
O 1.6155 -1.6219 5.3745
H 0.3638 -2.6787 6.6413
H 1.8909 -3.4202 6.3905
H 1.7540 -2.0402 7.3943
Li 7.7468 -1.4817 -1.1915
C -0.7153 -4.7976 -2.2167
C 0.4400 -3.9000 -1.7227
O 1.5564 -4.3431 -2.2903
H -0.5688 -5.8446 -1.9305
H -1.6606 -4.4651 -1.7711
H -0.8323 -4.7505 -3.3048
H 0.3710 -3.9198 -0.6200
H 0.1164 -2.8664 -1.9443
K 4.3521 5.6543 2.1823
C -5.0734 5.7253 -4.2539
Br -4.0339 4.4204 -5.2495
Br -5.1658 5.2666 -2.3700
Br -4.4225 7.5351 -4.5329
H -6.0911 5.6906 -4.6447
C 3.8286 -4.8045 8.1321
O 2.7750 -3.9919 8.1014
H 4.8120 -4.3476 8.3517
H 3.8085 -5.6272 8.8719
H 4.0605 -5.3638 7.2058
```

ORCA calculation (ωB97M-V with the def2-TZVPD basis set) on a structure of composition C13H19ClN2O2STi at a distorted geometry.

Properties
Net charge ... +2
HOMO level ... -16.34 eV
ΔE to the lowest compared entry with this formula, charge and spin ... 16.6 kcal/mol
E_LUMO ... -9.384 eV
DFT total energy ... -2474.0323 hartree
Kohn-Sham gap ... 6.952 eV

```
39
C13H19ClN2O2STi | OMol25 | ωB97M-V with the def2-TZVPD basis set
Cl -0.8344 0.4678 -3.4657
C 1.6746 2.6471 -0.8294
C 0.9478 2.7655 0.4068
C -0.3620 3.2834 0.0936
H 1.3496 2.5915 1.3977
C -0.4305 3.5048 -1.3241
C 0.8343 3.1161 -1.8847
H 1.0820 3.1936 -2.9471
H 2.7068 2.3313 -0.9260
H -1.1565 3.5307 0.7947
C -1.6022 4.0436 -2.0672
Ti -0.1618 1.2639 -0.7967
C -2.3243 1.0330 -1.0491
O -3.4393 0.7528 -1.1426
C 1.2450 -0.1594 -1.4555
O 1.9413 -1.0102 -1.8436
H -2.5411 3.5858 -1.7398
H -1.4974 3.8628 -3.1427
H -1.6928 5.1288 -1.9126
C -2.3735 -2.0080 1.3862
N -0.9864 -2.4528 1.2261
C -0.7664 -3.8967 1.2287
C 0.0009 -1.5528 1.2000
S -0.4637 0.1695 1.2475
N 1.3146 -1.8693 1.2145
C 1.8603 -3.0666 0.5700
C 2.3047 -0.8389 1.5603
H -2.9860 -2.8951 1.5721
H -2.7384 -1.4989 0.4893
H -2.4671 -1.3310 2.2409
H -0.4799 -4.2599 0.2283
H -0.0163 -4.1936 1.9761
H -1.7166 -4.3707 1.4949
H 2.9101 -2.8664 0.3320
H 1.8362 -3.9169 1.2620
H 1.3355 -3.3041 -0.3621
H 2.5427 -0.1963 0.7012
H 1.9341 -0.2238 2.3868
H 3.2160 -1.3608 1.8792
```